[1]
DFT (ωB97M-V/def2-TZVPD) results for a 2-piece molecular cluster, C6H8O2Si overall in a non-equilibrium geometry.

* HOMO energy (alpha / beta): -8.669 / -8.172 eV

```
! RIJCOSX wB97M-V def2-TZVPD def2/J DEFGRID3
* xyz 0 1
C -2.838 -0.431 0.135
C -2.745 0.950 0.041
C -1.743 -1.294 0.094
C -1.551 1.536 -0.137
C -0.471 -0.647 -0.018
C -0.457 0.728 0.003
O 0.723 -1.269 -0.090
O 4.165 -0.960 0.233
Si 3.273 0.403 -0.028
H -3.904 -0.720 0.180
H -3.640 1.399 -0.041
H -1.727 -2.317 0.006
H -1.279 2.615 -0.371
H 1.522 -0.656 0.168
H 3.809 -1.692 -0.287
H 3.222 1.305 -1.152
H 3.641 1.049 1.263
*
```


[2]
DFT (ωB97M-V/def2-TZVPD) results for one molecule with the formula C6H8O3 in a non-equilibrium geometry.

* SMILES string: C=C(C(=O)O)/C(O)=C\C
* HOMO energy (alpha / beta): -8.021 / -8.021 eV

```
! RIJCOSX wB97M-V def2-TZVPD def2/J DEFGRID3
* xyz 0 1
C 0.777 -0.732 2.088
C 0.433 0.066 1.092
C -1.028 1.006 0.425
O -1.105 2.200 0.516
O -2.087 0.164 0.567
C 0.983 0.420 -0.176
O 1.969 1.327 -0.199
C 0.130 0.363 -1.284
C -0.544 -0.894 -1.755
H 1.684 -1.335 2.059
H 0.148 -0.828 2.969
H -1.781 -0.745 0.693
H 2.236 1.542 0.710
H 0.340 1.104 -2.049
H -1.556 -0.673 -2.102
H 0.005 -1.339 -2.590
H -0.602 -1.647 -0.965
*
```


[3]
DFT (ωB97M-V/def2-TZVPD) results for one molecule with the formula C6H8O3S in a non-equilibrium geometry.

* HOMO energy (alpha / beta): -9.531 / -9.530 eV

```
! RIJCOSX wB97M-V def2-TZVPD def2/J DEFGRID3
* xyz 0 1
C 0.373 -1.292 1.381
C 0.718 -1.781 0.044
C -1.451 0.496 -1.146
C 0.036 0.243 -1.339
C -1.880 1.598 -0.506
C 1.015 1.060 -0.540
O 1.250 -2.873 -0.038
O 0.744 -1.623 3.911
O 0.432 -1.143 -1.072
S 1.144 -2.204 2.640
H -2.089 -0.244 -1.406
H 0.381 0.377 -2.306
H -0.377 -0.554 1.494
H -1.264 2.333 -0.060
H -2.888 1.777 -0.351
H 0.510 1.208 0.536
H 1.421 2.078 -0.902
H 1.926 0.545 -0.340
*
```


Short version: relative energy (zero: lowest compared OMol25 entry of this formula, charge and spin) = 472.7; 398.4; 286.1 kJ/mol, in the order given.